{
  "formula": "C30H31BrCl2CoN5O2P",
  "method": "ωB97M-V/def2-TZVPD",
  "elements": ["Co", "Cl", "C", "C", "C", "N", "C", "O", "C", "C", "C", "C", "C", "N", "C", "C", "C", "Cl", "N", "C", "O", "C", "C", "C", "C", "C", "N", "H", "H", "H", "H", "H", "H", "H", "H", "H", "H", "C", "C", "C", "C", "C", "Br", "N", "C", "H", "H", "H", "H", "H", "H", "C", "C", "P", "C", "C", "C", "C", "H", "H", "H", "H", "H", "H", "H", "H", "H", "H", "H", "H", "H", "H", "H"],
  "coordinates": [[0.14, -0.30, -0.57], [6.45, -2.07, 1.49], [5.14, -1.44, 0.54], [3.85, -1.89, 0.80], [2.78, -1.40, 0.07], [1.44, -1.75, 0.21], [0.98, -2.68, 1.04], [1.55, -3.37, 1.89], [-0.51, -2.88, 0.83], [-1.13, -4.04, 1.28], [-2.47, -4.23, 1.01], [-3.17, -3.24, 0.34], [-2.49, -2.10, -0.03], [-1.19, -1.91, 0.20], [3.01, -0.43, -0.94], [4.30, -0.01, -1.21], [5.37, -0.51, -0.47], [6.97, 0.07, -0.81], [1.85, -0.03, -1.60], [1.79, 0.50, -2.82], [2.65, 1.05, -3.49], [0.43, 0.20, -3.45], [0.20, 0.52, -4.78], [-0.97, 0.10, -5.38], [-1.88, -0.63, -4.64], [-1.60, -0.88, -3.31], [-0.47, -0.47, -2.72], [3.68, -2.62, 1.57], [-0.52, -4.76, 1.81], [-2.97, -5.14, 1.33], [-4.23, -3.34, 0.12], [-3.02, -1.28, -0.52], [4.48, 0.73, -1.98], [0.97, 1.07, -5.31], [-1.17, 0.31, -6.43], [-2.80, -1.01, -5.07], [-2.28, -1.45, -2.69], [1.56, -1.38, 4.65], [1.86, -0.37, 3.59], [3.10, 0.26, 3.50], [3.35, 1.15, 2.47], [2.34, 1.37, 1.54], [2.68, 2.61, 0.15], [1.17, 0.76, 1.57], [0.94, -0.07, 2.60], [2.06, -1.14, 5.59], [1.89, -2.37, 4.33], [0.48, -1.45, 4.84], [3.87, 0.05, 4.22], [4.30, 1.65, 2.36], [-0.02, -0.57, 2.60], [-2.20, 2.57, -2.54], [-2.79, 1.74, -1.40], [-1.54, 1.42, -0.09], [-1.01, 3.12, 0.35], [-2.12, 4.09, 0.72], [-2.52, 0.95, 1.42], [-4.04, 1.12, 1.36], [-2.83, 2.51, -3.43], [-1.20, 2.22, -2.83], [-2.11, 3.62, -2.27], [-3.11, 0.77, -1.78], [-3.67, 2.23, -0.98], [-0.42, 3.50, -0.49], [-0.30, 3.01, 1.18], [-2.83, 4.25, -0.10], [-1.69, 5.07, 0.97], [-2.69, 3.75, 1.59], [-2.10, 1.55, 2.24], [-2.28, -0.08, 1.65], [-4.34, 2.15, 1.17], [-4.48, 0.82, 2.31], [-4.48, 0.49, 0.58]],
  "charge": 0,
  "orbital_gap_ha": [0.26085, 0.25969],
  "homo_ha": [-0.257, -0.258],
  "e_tot_ha": -6804.6973,
  "spin_multiplicity": 4,
  "s2": 3.760
}

{
  "formula": "C14H13F5N3O2ReTe",
  "method": "ωB97M-V/def2-TZVPD",
  "elements": ["Re", "N", "C", "C", "C", "C", "C", "C", "C", "C", "N", "C", "H", "H", "H", "H", "H", "H", "H", "H", "O", "N", "C", "C", "C", "C", "C", "H", "H", "H", "H", "H", "F", "Te", "F", "F", "F", "F", "O"],
  "coordinates": [[-1.18, -0.04, -0.39], [0.21, 0.89, 1.00], [1.31, 1.53, 0.28], [2.32, 2.24, 0.89], [3.24, 2.95, 0.10], [3.14, 2.97, -1.26], [2.14, 2.22, -1.92], [1.95, 2.22, -3.31], [0.92, 1.47, -3.85], [0.11, 0.70, -3.01], [0.25, 0.69, -1.69], [1.24, 1.46, -1.13], [-0.34, 1.63, 1.45], [0.59, 0.34, 1.78], [2.40, 2.28, 1.96], [4.02, 3.52, 0.60], [3.82, 3.56, -1.86], [2.60, 2.80, -3.95], [0.74, 1.45, -4.91], [-0.67, 0.07, -3.42], [-0.86, -2.03, 0.00], [-0.51, -2.64, 1.14], [-1.48, -3.12, 1.93], [-1.18, -3.84, 3.07], [0.16, -4.07, 3.39], [1.14, -3.57, 2.55], [0.78, -2.85, 1.43], [-2.50, -2.91, 1.63], [-1.98, -4.21, 3.69], [0.42, -4.63, 4.28], [2.19, -3.73, 2.76], [1.50, -2.45, 0.72], [-5.33, -0.49, -0.76], [-3.92, 0.65, -0.40], [-4.46, 1.67, -1.88], [-2.83, -0.35, -1.79], [-2.23, 1.84, -0.64], [-4.72, 1.96, 0.67], [-3.01, -0.21, 0.85]],
  "charge": 2,
  "orbital_gap_ha": [0.25895, 0.26201],
  "homo_ha": [-0.558, -0.561],
  "e_tot_ha": -1701.0468,
  "spin_multiplicity": 3,
  "s2": 2.010
}